(1)
The following is a quantum chemistry calculation of a 13-piece molecular cluster, C51H55F12NO40 overall in a non-equilibrium geometry, from OMol25.

Each line ends with the Mulliken charge.
Cartesian coordinates (Å):
C  -1.1249  -3.6899  0.9988  -0.9367
C  -0.5633  -2.4840  0.0579  0.0013
C  -1.5699  -2.3824  -1.1994  0.6778
C  -1.6352  -0.8986  -1.7960  -0.0209
O  -2.4030  -0.6393  -3.0054  -0.4071
C  -1.9631  0.6184  -3.5407  0.2640
O  -2.4024  1.2810  -4.4931  -0.5952
O  -0.8258  1.0391  -2.7844  -0.0689
C  -0.3208  0.0025  -1.8970  1.3579
C  1.1013  -0.6645  -2.2174  -0.4591
C  2.1477  0.3100  -2.9399  -0.3704
C  2.7531  1.4626  -2.0124  -0.3270
O  3.8072  2.0426  -2.4207  -0.5453
N  2.1805  1.9575  -0.7434  0.2028
C  1.0894  2.8798  -1.1158  0.3999
C  -0.1320  2.9337  -0.1233  -0.4137
C  -1.3944  3.8155  -0.3764  -0.5393
C  -1.3850  4.6572  -1.6903  -0.4873
C  -0.1788  4.6260  -2.6823  -0.3990
C  1.0599  3.7344  -2.4017  -0.2168
H  -1.0344  -4.6366  0.3457  0.2741
H  -0.3863  -3.7922  1.8747  0.1774
H  -2.1907  -3.5191  1.3650  0.2473
H  0.4972  -2.8023  -0.2580  0.1093
H  -0.4576  -1.5123  0.6494  0.1571
H  -1.2678  -3.0776  -2.0588  -0.2044
H  -2.6146  -2.6388  -0.8072  -0.0036
H  -2.2552  -0.3085  -1.0106  -0.0123
H  -0.1821  0.3349  -0.7968  -0.6568
H  1.5558  -1.1718  -1.2845  0.1871
H  0.9020  -1.5336  -2.9589  0.1837
H  3.0424  -0.3422  -3.2771  0.4392
H  1.7434  0.7779  -3.9127  0.1215
H  1.8684  1.1998  -0.1206  0.3914
H  -0.1546  2.2878  0.8249  0.2549
H  -2.2823  3.8120  0.3520  0.3794
H  -2.2963  5.2913  -1.9322  0.3223
H  -0.2059  5.2342  -3.6597  0.3203
H  1.9063  3.7213  -3.1726  0.3356
C  -1.9914  -1.2912  5.1543  -0.3213
C  -0.8980  -1.5999  4.1834  0.0850
O  -1.2761  -0.8722  3.0308  -0.0787
C  -1.9770  0.1997  3.4924  0.4424
O  -2.2251  1.1730  2.8372  -0.4923
O  -2.3565  0.0352  4.7898  -0.3379
F  -0.8799  -2.9145  3.8766  -0.1281
H  -2.8559  -1.9497  5.0404  0.3113
H  -1.6528  -1.3342  6.1900  0.3436
H  0.0969  -1.2820  4.5093  0.1864
C  2.6168  3.3288  -6.2514  -0.3919
C  3.2660  3.9762  -7.4330  0.3545
O  2.6568  5.2497  -7.4784  -0.3310
C  2.3294  5.5425  -6.1887  0.4496
O  2.0442  6.6358  -5.7996  -0.5168
O  2.3742  4.4348  -5.3927  -0.0870
F  2.9668  3.3144  -8.5756  -0.2964
H  1.6665  2.8484  -6.5019  0.2722
H  3.2651  2.5938  -5.7707  0.2441
H  4.3505  4.0904  -7.3444  0.2554
C  5.0666  4.6121  0.8300  -0.2651
C  4.1595  3.9591  1.8221  0.3953
O  4.9230  3.9659  3.0140  -0.3094
C  5.7360  5.0556  2.9130  0.6103
O  6.3280  5.5387  3.8360  -0.5471
O  5.7886  5.5313  1.6396  -0.3038
F  3.9092  2.6742  1.4790  -0.2680
H  5.7648  3.9076  0.3688  0.1624
H  4.5185  5.1291  0.0413  0.2614
H  3.2169  4.4892  1.9862  0.2879
C  -5.6762  -1.1525  -0.4060  -0.1636
C  -6.8718  -1.2722  0.4807  0.5629
O  -6.7814  -2.5956  0.9715  -0.3803
C  -5.4508  -2.8853  0.9851  0.2983
O  -4.9684  -3.8052  1.5831  -0.5303
O  -4.7327  -1.9970  0.2419  0.1857
F  -8.0196  -1.1551  -0.2320  -0.2976
H  -5.8613  -1.5242  -1.4183  0.1212
H  -5.3072  -0.1277  -0.4711  0.3076
H  -6.8821  -0.5702  1.3178  -0.0552
C  -0.7411  -6.1943  -4.4768  -0.5179
C  -0.8725  -7.3226  -3.5047  0.6897
O  -0.1443  -6.8722  -2.3824  -0.3126
C  -0.2439  -5.5167  -2.4076  0.5860
O  0.0102  -4.8102  -1.4754  -0.4955
O  -0.6802  -5.0635  -3.6172  -0.3034
F  -0.2802  -8.4446  -3.9797  -0.3366
H  0.1765  -6.2523  -5.0691  0.2873
H  -1.5924  -6.1266  -5.1555  0.2954
H  -1.9015  -7.5426  -3.2090  0.0166
C  -1.7916  -7.5161  5.4064  -0.1656
C  -0.4332  -6.8918  5.4047  0.3225
O  -0.7064  -5.5262  5.1630  -0.2464
C  -1.9450  -5.3059  5.6840  0.6501
O  -2.3972  -4.2186  5.9062  -0.5265
O  -2.6043  -6.4718  5.9278  -0.3146
F  0.3199  -7.3675  4.3860  -0.2676
H  -2.1367  -7.7785  4.4019  0.0585
H  -1.8410  -8.4047  6.0373  0.2693
H  0.1116  -6.9962  6.3477  0.2213
C  6.7703  1.8469  3.1688  0.2319
C  7.4802  1.2659  4.3496  0.3675
O  7.9819  0.0409  3.8541  -0.3254
C  8.1848  0.2437  2.5215  0.5831
O  8.8461  -0.4694  1.8262  -0.5207
O  7.5462  1.3651  2.0800  -0.2606
F  6.6135  1.0010  5.3564  -0.2874
H  5.7440  1.4830  3.0720  0.1049
H  6.7559  2.9321  3.1876  -0.2522
H  8.3065  1.8774  4.7236  0.3047
C  -6.7030  2.1964  3.5376  -0.4304
C  -5.6105  1.8853  2.5653  0.3807
O  -5.9885  2.6046  1.4102  -0.3029
C  -6.6921  3.6799  1.8677  0.5428
O  -6.9409  4.6473  1.2124  -0.5129
O  -7.0698  3.5179  3.1684  -0.3191
F  -5.5917  0.5603  2.2616  -0.2867
H  -7.5674  1.5348  3.4272  0.3027
H  -6.3624  2.1580  4.5734  0.3073
H  -4.6160  2.2056  2.8889  0.2468
C  6.9200  2.4623  -3.0477  0.2974
C  6.9059  3.8504  -3.6010  0.4685
O  8.2002  3.9928  -4.1496  -0.3498
C  8.5793  2.7353  -4.5170  0.5767
O  9.4908  2.4967  -5.2534  -0.5123
O  7.7863  1.7840  -3.9477  -0.3585
F  6.7528  4.7668  -2.6139  -0.2687
H  7.3372  2.4150  -2.0375  0.1615
H  5.9284  2.0076  -3.0391  -0.0974
H  6.1558  4.0168  -4.3800  0.1655
C  -4.5793  -7.3361  0.0150  -0.1434
C  -3.9541  -8.3409  -0.9005  0.2672
O  -2.7598  -8.6889  -0.2316  -0.2995
C  -3.0256  -8.5207  1.0958  0.6448
O  -2.3526  -8.9682  1.9781  -0.5250
O  -4.1561  -7.7871  1.2940  -0.2936
F  -3.6327  -7.7789  -2.0948  -0.2601
H  -4.2068  -6.3215  -0.1540  0.0591
H  -5.6677  -7.3264  -0.0576  0.2755
H  -4.5586  -9.2376  -1.0640  0.2155
C  7.1800  7.9437  5.5018  -0.2059
C  6.9825  9.2842  4.8696  0.3150
O  6.4051  10.0490  5.9080  -0.3001
C  6.8848  9.5108  7.0653  0.5836
O  6.8331  10.0529  8.1303  -0.5149
O  7.4371  8.2821  6.8584  -0.3158
F  6.0997  9.2136  3.8442  -0.2820
H  6.2874  7.3161  5.4472  0.2091
H  8.0186  7.3980  5.0679  0.2399
H  7.9060  9.7626  4.5306  0.2844
C  -9.9346  -2.8291  -4.3922  -0.4435
C  -9.4187  -1.4285  -4.4825  0.3054
O  -8.2768  -1.4513  -3.6505  -0.2460
C  -7.8124  -2.7302  -3.7064  0.6532
O  -6.7195  -3.0642  -3.3504  -0.5015
O  -8.7414  -3.5820  -4.2243  -0.3145
F  -10.3092  -0.5480  -3.9685  -0.2815
H  -10.5861  -2.9835  -3.5275  0.2810
H  -10.4688  -3.1354  -5.2928  0.2706
H  -9.1320  -1.1186  -5.4916  0.2803



(2)
The following is a quantum chemistry calculation of C52H50F2GeN5V as an isolated structure in a non-equilibrium geometry, from OMol25.

Properties
- multiplicity = 2
- total charge = -1
- relative energy (zero: lowest compared OMol25 entry of this formula, charge and spin) (kcal per mole) = 30.20

Each line ends with the Mulliken spin population.
Cartesian coordinates (Å):
V  1.4412  -0.7400  1.2637  1.3536
C  -4.2363  0.9769  0.0214  -0.0003
C  -4.2468  2.4482  -0.3752  0.0001
C  -4.1364  3.3496  0.8566  0.0001
C  -3.2310  2.7719  -1.4469  -0.0031
C  -3.6943  3.2594  -2.6637  0.0011
C  -2.8291  3.5333  -3.7082  -0.0006
C  -1.4729  3.3196  -3.5448  0.0012
C  -0.9655  2.8412  -2.3391  0.0016
C  0.5258  2.6247  -2.2046  -0.0030
C  1.2898  3.9406  -2.3597  0.0000
C  1.0365  1.5790  -3.1948  -0.0024
C  -1.8568  2.5747  -1.2913  0.0009
N  -1.3714  2.0727  -0.0465  0.0043
C  -0.9208  2.9088  0.9330  0.0088
C  -1.0432  4.3028  0.8596  0.0015
C  -0.6485  5.1202  1.9068  -0.0005
C  -0.0998  4.5908  3.0637  0.0000
C  0.0783  3.2151  3.1492  -0.0002
C  -0.3170  2.4206  2.0981  -0.0037
F  -0.0192  1.0654  2.1746  0.0099
H  -5.0653  0.7658  0.6961  0.0001
H  -3.3098  0.7179  0.5287  -0.0008
H  -4.3320  0.3245  -0.8450  0.0006
H  -5.2226  2.6483  -0.8341  0.0001
H  -3.3025  3.0535  1.4939  -0.0001
H  -5.0492  3.2753  1.4479  0.0001
H  -3.9961  4.3935  0.5790  -0.0001
H  -4.7598  3.4024  -2.7977  0.0001
H  -3.2143  3.9025  -4.6491  -0.0001
H  -0.7957  3.5209  -4.3637  0.0001
H  0.7252  2.2426  -1.1998  0.0095
H  1.1834  4.3413  -3.3679  0.0000
H  2.3499  3.7811  -2.1691  0.0000
H  0.9293  4.6899  -1.6566  0.0000
H  0.9164  1.9185  -4.2238  -0.0001
H  0.5057  0.6349  -3.0847  0.0014
H  2.0952  1.3918  -3.0247  -0.0001
H  -1.4780  4.7290  -0.0324  -0.0002
H  -0.7749  6.1891  1.8127  0.0001
H  0.2011  5.2298  3.8795  0.0000
H  0.5380  2.7477  4.0067  0.0006
N  3.6228  -0.7832  -1.1685  0.0054
C  3.6250  0.4316  -0.5565  0.0193
C  4.7864  1.2270  -0.6934  -0.0061
C  4.8303  2.4728  -0.1178  0.0016
C  3.7163  2.9275  0.6001  -0.0007
C  2.6383  2.0867  0.6949  0.0030
N  2.5601  0.8635  0.1322  0.0268
C  2.6721  -1.8248  -1.2149  -0.0095
C  2.7503  -2.6522  -2.2961  0.0054
C  1.8964  -3.8148  -2.3355  -0.0054
C  0.9320  -3.9395  -1.4150  0.0115
C  0.6916  -2.9108  -0.3921  0.0099
N  1.8035  -1.9511  -0.1891  -0.0631
H  4.4279  -0.9607  -1.7553  0.0000
H  5.6319  0.8311  -1.2436  0.0003
H  5.7160  3.0862  -0.2156  0.0000
H  3.6922  3.8930  1.0810  0.0000
H  1.7709  2.4063  1.2586  -0.0177
H  3.4737  -2.4570  -3.0727  0.0016
H  2.0321  -4.5542  -3.1144  -0.0007
H  0.2900  -4.8103  -1.3951  -0.0013
H  0.3520  -3.3223  0.5563  0.0013
F  -1.4592  -4.4988  5.3421  0.0005
C  -0.8499  -3.6638  4.4389  0.0118
C  0.3508  -4.0504  3.8731  -0.0042
C  0.9530  -3.1982  2.9609  0.0031
C  0.3979  -1.9670  2.5774  -0.0665
C  -0.8148  -1.6417  3.1900  0.0224
C  -1.4462  -2.4681  4.1180  -0.0054
H  0.7947  -4.9976  4.1485  -0.0001
H  1.8992  -3.5072  2.5248  0.0029
H  -1.3142  -0.7115  2.9445  0.0023
H  -2.3941  -2.2014  4.5677  -0.0006
Ge  -0.9345  -1.5686  -0.6882  -0.0362
C  -1.4776  -1.6561  -2.6417  0.0025
C  -2.0878  -0.5133  -3.1653  0.0031
C  -2.6028  -0.4620  -4.4528  -0.0007
C  -2.5175  -1.5743  -5.2734  0.0000
C  -1.9100  -2.7206  -4.7873  0.0007
C  -1.4005  -2.7573  -3.4968  -0.0026
C  -2.4068  -2.7616  0.0340  -0.0030
C  -2.6518  -4.0403  -0.4668  -0.0004
C  -3.6121  -4.8751  0.0823  -0.0004
C  -4.3714  -4.4487  1.1607  -0.0002
C  -4.1539  -3.1819  1.6766  -0.0004
C  -3.1846  -2.3624  1.1181  0.0059
H  -1.1092  1.0849  -0.0271  -0.0089
H  -2.1693  0.3729  -2.5450  -0.0013
H  -3.0670  0.4488  -4.8119  -0.0002
H  -2.9198  -1.5496  -6.2786  0.0000
H  -1.8322  -3.5980  -5.4188  0.0001
H  -0.9175  -3.6614  -3.1672  -0.0007
H  -2.0871  -4.3973  -1.3188  0.0003
H  -3.7682  -5.8633  -0.3342  0.0001
H  -5.1179  -5.0995  1.5971  0.0000
H  -4.7300  -2.8363  2.5252  0.0000
H  -3.0213  -1.3863  1.5515  0.0014
N  2.7613  -0.7626  2.2678  -0.2347
C  3.9734  -1.0498  2.8082  0.0285
C  4.4161  -0.4232  3.9814  -0.0456
C  5.6668  -0.7061  4.4965  0.0266
C  6.5022  -1.6198  3.8649  -0.0438
C  6.0650  -2.2548  2.7065  0.0232
C  4.8188  -1.9773  2.1811  -0.0409
H  3.7559  0.2805  4.4700  -0.0014
H  5.9933  -0.2126  5.4033  0.0011
H  7.4792  -1.8393  4.2729  -0.0037
H  6.7031  -2.9749  2.2108  0.0011
H  4.4604  -2.4675  1.2837  0.0019



(3)
The following is a quantum chemistry calculation of an isolated ion of composition C3H7INS and charge +1 in a non-equilibrium geometry, from OMol25.

Properties
- total charge = +1
- relative energy (zero: lowest compared OMol25 entry of this formula, charge and spin) (kcal per mole) = 60.78

Each line ends with the natural charge from an NBO analysis.
Cartesian coordinates (Å):
C  -0.1345  1.0055  -1.0654  -0.2568
C  0.0282  -1.1035  0.1197  -0.2689
C  0.6458  0.1321  0.9120  -0.3905
N  -0.7525  -0.3387  -0.9516  -0.5595
S  -0.4452  0.6589  2.2240  0.1273
I  2.7331  0.3425  0.9602  0.3581
H  -0.7314  1.9602  -0.9848  0.2511
H  0.5740  0.9051  -1.8034  0.1963
H  0.6876  -1.6751  -0.4004  0.2308
H  -0.5427  -1.8181  0.7446  0.2522
H  -1.7812  -0.2595  -0.9622  0.4488
H  -0.7728  -0.8603  -1.8982  0.4370
H  0.4916  1.0509  3.1056  0.1740



(4)
The following is a quantum chemistry calculation of one molecule with the formula C6H12O, from OMol25.

Properties
- relative energy (zero: lowest compared OMol25 entry of this formula, charge and spin) (kcal per mole) = 29.61

Each line ends with the natural charge from an NBO analysis.
Cartesian coordinates (Å):
C  1.4187  1.3889  -0.5311  -0.6024
C  0.8089  0.0219  -0.2206  -0.2528
C  1.8553  -0.9547  0.3277  -0.6019
C  -0.2862  0.1598  0.8190  0.0742
O  -1.2869  1.1546  0.6942  -0.5008
C  -1.7046  -0.2078  0.6509  0.0588
C  -2.4014  -0.5467  -0.6518  -0.6463
H  2.2128  1.3054  -1.2821  0.2073
H  0.6505  2.0715  -0.9064  0.2232
H  1.8529  1.8327  0.3738  0.2027
H  0.3895  -0.3937  -1.1472  0.1997
H  2.2789  -0.5721  1.2663  0.2028
H  2.6825  -1.0944  -0.3760  0.2130
H  1.4177  -1.9379  0.5383  0.2105
H  0.1050  0.1394  1.8415  0.1741
H  -2.2004  -0.5640  1.5593  0.1768
H  -1.7383  -0.9297  -1.4339  0.2123
H  -2.8393  0.3869  -1.0215  0.2330
H  -3.2158  -1.2602  -0.5005  0.2159



(5)
The following is a quantum chemistry calculation of a 3-piece molecular cluster, C5H13O4S overall in a non-equilibrium geometry, from OMol25.

Properties
- total charge = -1

Each line ends with the natural charge from an NBO analysis.
Cartesian coordinates (Å):
O  0.9968  -2.2646  0.9506  -0.8024
C  0.3630  -1.3933  0.2803  0.7556
O  -0.8741  -1.4901  0.0936  -0.7870
C  1.2397  -0.2230  -0.1471  -0.5119
C  0.5841  0.7004  -1.2553  -0.4072
C  -0.8436  1.1881  -0.9618  -0.5782
S  -1.0244  1.9776  0.6863  0.1317
C  0.5769  2.9604  0.9303  -0.7269
H  1.5456  0.3181  0.7464  0.2106
H  2.1719  -0.6029  -0.5562  0.2167
H  1.1689  1.6107  -1.4903  0.1832
H  0.5336  0.0314  -2.1351  0.1997
H  -1.3324  0.2387  -0.6284  0.3076
H  -1.4276  1.6510  -1.7461  0.2012
H  0.7735  3.4509  -0.0263  0.2064
H  1.4023  2.3737  1.3104  0.2046
H  0.3496  3.7109  1.6960  0.2107
H  -0.5700  -2.8013  2.3582  0.5018
H  -0.3341  -1.4962  3.1543  0.4668
O  -0.9180  -2.2609  3.0663  -0.9776
H  -1.5540  -2.8727  -1.3365  0.5185
H  -1.2422  -1.9985  -2.6945  0.4724
O  -1.5854  -2.8083  -2.2952  -0.9965



Calculated E_tot in order - -169773.8813; -149825.4001; -23639.6860; -8463.0701; -24422.6487 eV